1.
DFT (ωB97M-V/def2-TZVPD) results for a structure of composition C20H32F6HfN6O5S2Si.

Output
**E**: -3218.792764 Ha
**Net charge**: +2
**Energy relative to the best compared isomer or geometry (same formula, charge and spin)**: 18.18 kcal/mol
**E_HOMO**: -0.5134 Ha

Atoms and positions in Å:
Hf 0.285 -0.574 -0.552
C -0.963 -0.547 3.246
C 0.414 -0.101 2.878
C 1.233 0.581 3.758
C 2.486 1.026 3.343
C 2.937 0.783 2.056
C 2.098 0.047 1.239
N 0.877 -0.375 1.639
N 2.317 -0.333 -0.090
Si 3.290 -1.805 -0.313
C 1.971 -2.935 -1.051
C 3.804 -2.475 1.337
C 4.707 -1.531 -1.469
H -0.994 -0.855 4.290
H -1.296 -1.371 2.621
H -1.665 0.281 3.125
H 0.892 0.769 4.766
H 3.111 1.572 4.038
H 3.894 1.132 1.697
H 1.025 -2.905 -0.457
H 2.189 -4.003 -0.978
H 1.736 -2.722 -2.095
H 2.961 -2.629 2.014
H 4.532 -1.836 1.839
H 4.280 -3.447 1.182
H 4.393 -1.009 -2.375
H 5.173 -2.473 -1.768
H 5.473 -0.922 -0.985
F 0.313 2.533 -1.676
C -1.008 2.680 -1.852
F -1.308 2.480 -3.120
F -1.360 3.884 -1.469
S -1.907 1.467 -0.743
O -0.891 1.167 0.310
O -3.127 2.086 -0.389
N -1.918 0.141 -1.625
S -2.415 -1.304 -1.017
O -0.999 -2.034 -2.102
O -1.552 -1.563 0.203
C -1.207 -3.366 -2.290
F -0.317 -3.826 -3.169
F -1.073 -4.065 -1.154
F -2.432 -3.590 -2.764
O 0.922 -0.175 -2.472
C 1.280 0.032 -3.679
C 1.096 -1.044 -4.698
C -0.017 -0.676 -5.700
C 0.448 0.271 -6.803
C 0.921 1.640 -6.324
C 2.124 1.599 -5.390
N 1.773 1.194 -4.016
H 0.851 -1.958 -4.166
H 2.038 -1.198 -5.233
H -0.867 -0.251 -5.157
H -0.372 -1.603 -6.149
H -0.367 0.410 -7.514
H 1.258 -0.210 -7.360
H 0.108 2.179 -5.828
H 1.202 2.240 -7.191
H 2.578 2.583 -5.299
H 2.897 0.924 -5.764
H 1.861 1.875 -3.275
C -7.252 -1.190 0.862
N -6.279 -0.097 0.713
C -6.732 1.293 0.891
C -5.056 -0.340 0.394
N -3.933 -0.524 0.152
H -8.014 -1.104 0.089
H -7.714 -1.121 1.845
H -6.744 -2.145 0.770
H -7.540 1.498 0.191
H -5.904 1.970 0.698
H -7.084 1.425 1.912

Mulliken atomic charge list, values in e, 6 entries: Hf 0.906; C -1.471; C 0.789; C -0.751; C -0.366; C -1.043

---

2.
DFT (ωB97M-V/def2-TZVPD) results for a cluster of 2 separate species, C7H14 in total at a distorted geometry.

Output
**E**: -275.001889 Ha
**SMILES**: C/C=C1/C[C@H]1C.C
**Energy relative to the best compared isomer or geometry (same formula, charge and spin)**: 71.76 kcal/mol
**E_HOMO**: -0.3117 Ha

Atoms and positions in Å:
C 1.653 -1.263 0.972
C 1.109 -0.912 -0.386
C 0.003 -0.203 -0.539
C 0.890 2.233 -0.535
C -1.114 0.102 -1.429
C -1.274 0.122 0.098
C -1.861 -1.049 0.840
H 2.745 -1.336 0.986
H 1.354 -0.525 1.727
H 1.257 -2.235 1.292
H 1.076 1.149 -0.459
H 1.645 -1.217 -1.281
H 1.063 2.505 -1.577
H 1.634 2.643 0.135
H -0.109 2.581 -0.230
H -1.228 1.064 -1.934
H -1.452 -0.756 -1.996
H -1.497 1.110 0.507
H -1.549 -1.018 1.890
H -1.461 -1.972 0.407
H -2.951 -1.070 0.787

Mulliken atomic charge list, values in e, 6 entries: C -1.202; C -0.466; C 0.275; C -1.060; C -0.620; C 0.260

---

3.
DFT (ωB97M-V/def2-TZVPD) results for a structure of composition C8H21NO2P2Zr at a distorted geometry.

Output
**E**: -1251.764565 Ha
**Net charge**: +2
**E_HOMO**: -0.6292 Ha

Atoms and positions in Å:
Zr -0.093 -0.003 0.340
H -1.959 -0.468 0.794
H -1.990 0.360 0.769
P -0.019 -2.531 -0.404
P -0.023 2.532 -0.381
C 1.405 3.430 0.302
H 1.357 4.502 0.030
H 1.407 3.323 1.403
H 2.331 2.979 -0.100
C 0.009 2.857 -2.174
H -0.861 2.355 -2.631
H -0.023 3.944 -2.377
H 0.932 2.419 -2.595
C -1.509 3.401 0.239
H -1.544 3.313 1.343
H -1.492 4.472 -0.052
H -2.407 2.909 -0.184
C 0.188 -2.836 -2.187
H 0.139 -3.918 -2.407
H -0.611 -2.299 -2.725
H 1.164 -2.429 -2.505
C 1.304 -3.471 0.415
H 1.189 -3.379 1.511
H 1.260 -4.538 0.124
H 2.279 -3.041 0.122
C -1.586 -3.359 0.044
H -2.419 -2.839 -0.466
H -1.567 -4.427 -0.256
H -1.735 -3.280 1.138
C 2.321 -0.011 1.337
O 3.228 -0.009 2.069
H -0.960 0.002 -1.176
O -0.009 -0.008 4.729
C 0.092 0.014 3.554
N 0.201 0.035 2.357

Mulliken atomic charge list, values in e, 6 entries: Zr -0.424; H 0.253; H 0.370; P 1.046; P 1.085; C -1.149

---

4.
DFT (ωB97M-V/def2-TZVPD) results for an isolated molecule of C5H10O2.

Output
**E**: -346.828444 Ha
**Energy relative to the best compared isomer or geometry (same formula, charge and spin)**: 123.61 kcal/mol
**E_HOMO**: -0.2956 Ha

Atoms and positions in Å:
C -0.849 -1.044 -1.649
O 0.089 -0.396 -0.822
C -0.491 0.433 0.209
C -0.987 -0.416 1.377
C 0.502 1.408 0.796
C 1.873 0.871 0.735
O 1.675 1.607 -0.513
H -1.557 -0.324 -2.085
H -1.417 -1.807 -1.099
H -0.295 -1.532 -2.456
H -1.324 0.981 -0.254
H -1.919 -0.936 1.143
H -0.226 -1.162 1.623
H -1.156 0.210 2.257
H 2.640 1.363 1.331
H 2.096 -0.183 0.545
H 1.345 0.925 -1.139

Mulliken atomic charge list, values in e, 6 entries: C -0.808; O -0.480; C 0.681; C -1.385; C -0.761; C -0.144

---

Results for Kohn-Sham gap: 8.027, 9.552, 7.417, 8.907 (in eV, following the order of the records).